Arrangement A

{
  "formula": "C20H29N3O4S",
  "method": "wB97M-V/def2-TZVPD",
  "lumo_ev": 0.29,
  "gap_ev": 9.22,
  "homo_energy_ev": -8.9,
  "species": ["C", "C", "O", "N", "C", "C", "C", "C", "O", "N", "C", "C", "C", "C", "S", "O", "O", "N", "C", "C", "C", "C", "C", "C", "C", "C", "C", "C", "H", "H", "H", "H", "H", "H", "H", "H", "H", "H", "H", "H", "H", "H", "H", "H", "H", "H", "H", "H", "H", "H", "H", "H", "H", "H", "H", "H", "H"],
  "xyz": [[7.21938, 1.00341, -1.90718], [6.85128, -0.26249, -1.16061], [6.99898, -1.36353, -1.65585], [6.37895, -0.10851, 0.10164], [5.96350, 1.13296, 0.70457], [4.44204, 1.31522, 0.54276], [3.75565, -0.06481, 0.48822], [2.31265, 0.09940, 0.94776], [1.98818, 0.04953, 2.11068], [1.45163, 0.34556, -0.08605], [0.08039, 0.60203, -0.04331], [-0.58173, 0.78483, -1.25990], [-1.93937, 1.03676, -1.28275], [-2.63941, 1.10733, -0.09294], [-4.41347, 1.38576, -0.13198], [-4.72253, 2.04162, -1.36905], [-4.79084, 2.00363, 1.10448], [-5.15326, -0.09587, -0.17664], [-5.09246, -0.85095, -1.40279], [-3.94745, -1.86610, -1.40641], [-4.03557, -2.77372, -0.17677], [-2.88052, -3.77028, -0.14940], [-4.03795, -1.90520, 1.08376], [-5.17799, -0.88601, 1.02898], [-1.99304, 0.94846, 1.11763], [-0.63403, 0.69260, 1.15093], [4.50912, -1.03672, 1.39788], [5.91318, -1.27638, 0.83010], [7.99135, 1.55285, -1.37324], [6.35193, 1.64478, -2.04435], [7.60380, 0.71587, -2.88195], [6.49955, 1.97624, 0.27381], [6.21874, 1.08118, 1.76717], [4.05562, 1.88306, 1.39050], [4.21683, 1.87395, -0.36757], [3.78617, -0.45172, -0.53574], [1.84424, 0.34562, -1.01785], [-0.02704, 0.73046, -2.18611], [-2.46725, 1.19628, -2.20950], [-4.99003, -0.12597, -2.21050], [-6.04773, -1.37546, -1.52410], [-2.98905, -1.34245, -1.39686], [-4.00031, -2.46264, -2.31888], [-4.98014, -3.32826, -0.22068], [-1.92852, -3.24538, -0.09910], [-2.95847, -4.42155, 0.71781], [-2.88622, -4.38755, -1.04472], [-3.08031, -1.38642, 1.16241], [-4.15898, -2.53000, 1.97023], [-5.13027, -0.18466, 1.86211], [-6.14063, -1.40974, 1.06843], [-2.56216, 1.04363, 2.02875], [-0.12166, 0.56380, 2.08930], [4.55026, -0.61357, 2.40180], [3.97122, -1.98245, 1.46346], [5.91517, -2.10865, 0.12243], [6.61760, -1.50874, 1.63658]],
  "lowdin_charge": [0.005, -0.505, 0.046, -0.079, -0.142, -0.102, -0.230, -0.435, 0.093, 0.142, -0.203, -0.007, -0.068, -0.275, 0.669, -0.283, -0.280, -0.237, -0.184, -0.144, -0.384, -0.069, -0.143, -0.183, -0.056, 0.016, -0.119, -0.128, 0.085, 0.078, 0.085, 0.113, 0.131, 0.126, 0.113, 0.150, 0.144, 0.115, 0.118, 0.112, 0.132, 0.102, 0.121, 0.142, 0.079, 0.077, 0.076, 0.102, 0.122, 0.113, 0.132, 0.121, 0.104, 0.121, 0.126, 0.120, 0.130]
}

Arrangement B

{
  "formula": "C20H29N3O4S",
  "method": "wB97M-V/def2-TZVPD",
  "lumo_ev": 0.56,
  "gap_ev": 9.28,
  "homo_energy_ev": -8.7,
  "species": ["C", "C", "C", "N", "C", "C", "C", "C", "O", "C", "C", "C", "C", "O", "C", "C", "C", "N", "S", "O", "O", "N", "C", "C", "C", "C", "C", "C", "H", "H", "H", "H", "H", "H", "H", "H", "H", "H", "H", "H", "H", "H", "H", "H", "H", "H", "H", "H", "H", "H", "H", "H", "H", "H", "H", "H", "H"],
  "xyz": [[-7.92690, -1.73206, 1.14845], [-7.37759, -0.85555, 0.19181], [-6.59473, 0.46980, 0.55430], [-5.34512, 0.30781, 0.01648], [-5.33333, 0.85633, -1.38608], [-5.02757, 2.22846, -1.46668], [-5.07257, 3.04388, -0.41174], [-4.39560, -0.36886, 0.66150], [-4.69390, -0.70497, 1.98578], [-3.13451, -0.37285, 0.39472], [-2.34938, 0.92023, -0.23108], [-1.08415, 0.82419, -0.65747], [-0.37304, -0.49258, -0.70384], [0.84911, -0.42770, -1.30323], [1.54922, -1.63584, -1.15548], [2.84045, -1.45744, -2.14889], [3.70624, -0.34435, -1.45742], [4.29645, -0.70908, -0.33265], [5.46979, 0.01970, 0.49667], [5.78456, -0.70284, 1.50542], [6.36210, 0.16817, -0.49938], [4.88358, 1.61921, 0.78378], [5.31488, 2.63940, 0.08350], [4.76960, 1.99015, 2.09397], [3.07230, -1.05624, 0.53135], [2.17255, -2.02842, 0.10600], [-1.18296, -1.39169, -0.33065], [-2.52678, -1.38477, 0.01475], [-8.48061, -2.51262, 0.96690], [-7.83476, -1.67536, 2.05196], [-7.57813, -1.05296, -0.74989], [-6.48457, 0.49278, 1.56994], [-7.17964, 1.19683, 0.30215], [-6.03220, 0.46260, -1.97023], [-4.28124, 0.41498, -1.77639], [-5.30428, 2.70206, -2.43085], [-4.99057, 4.06889, -0.58352], [-5.13524, 2.92350, 0.47048], [-2.83370, 1.73138, 0.01949], [-0.56413, 1.63739, -0.79500], [0.86819, -2.32066, -1.50170], [2.32222, -0.75519, -3.04653], [3.42385, -2.29769, -2.24055], [4.63139, -0.10929, -1.88099], [3.19846, 0.70757, -1.38148], [6.25453, 3.24057, 0.11201], [5.73993, 2.20609, -1.06779], [4.59888, 3.14837, -0.21545], [5.54277, 2.28684, 2.64268], [4.60541, 0.86457, 2.74211], [3.88130, 2.59727, 2.19990], [3.58613, -1.18064, 1.62750], [2.59028, -0.08427, 0.67086], [2.64054, -3.14427, -0.06652], [1.28120, -2.27553, 0.78592], [-0.66292, -2.48418, -0.39471], [-2.94336, -2.55230, 0.28664]],
  "lowdin_charge": [0.107, -0.004, -0.160, -0.031, -0.129, -0.151, 0.068, -0.343, -0.048, -0.180, 0.082, 0.051, -0.258, 0.004, -0.357, 0.004, -0.304, -0.224, 0.446, -0.145, -0.221, -0.312, -0.187, -0.126, -0.196, -0.185, -0.070, -0.061, 0.000, -0.040, 0.030, 0.099, 0.077, 0.084, 0.179, 0.130, 0.058, -0.033, 0.038, 0.064, 0.103, 0.187, 0.082, 0.096, 0.164, 0.117, 0.179, 0.002, 0.036, 0.166, 0.097, 0.163, 0.129, 0.199, 0.149, 0.163, 0.211]
}

Relative to the most stable one, in kcal/mol, the structures come out at arrangement A 0.0; arrangement B 502.7.

Arrangement A

{
  "formula": "C3H5FO",
  "method": "wB97M-V/def2-TZVPD",
  "lumo_ev": [-0.37, -1.79],
  "gap_ev": [9.91, 7.73],
  "homo_energy_ev": [-10.3, -9.5],
  "species": ["C", "C", "C", "O", "F", "H", "H", "H", "H", "H"],
  "xyz": [[2.05190, 0.00458, -0.43830], [-2.06658, -0.12166, -0.03093], [-0.72786, -0.02233, 0.37921], [-2.71556, -1.13656, -0.17535], [-2.68279, 1.12546, 0.04743], [2.30033, -0.92034, -0.02864], [1.90374, 0.34418, -1.37205], [2.22495, 0.77567, 0.19294], [-0.08136, -0.89451, 0.67506], [-0.20677, 0.84551, 0.75063]],
  "lowdin_charge": [0.122, -0.504, 0.140, 0.130, 0.034, -0.003, -0.031, -0.035, 0.087, 0.060]
}

Arrangement B

{
  "formula": "C3H5FO",
  "method": "wB97M-V/def2-TZVPD",
  "lumo_ev": [0.61, 0.74],
  "gap_ev": [8.47, 8.45],
  "homo_energy_ev": [-7.9, -7.7],
  "species": ["C", "C", "C", "O", "F", "H", "H", "H", "H", "H"],
  "xyz": [[-0.03820, -0.37528, 0.07183], [-1.39399, -1.07938, 2.00833], [0.51829, 0.84028, -0.56770], [-0.88492, -0.25631, 1.14560], [-2.33688, -0.46399, 2.79814], [0.07177, -1.42766, -0.22886], [-1.81421, -2.00177, 1.78279], [-0.20091, 1.52650, -0.77109], [0.99608, 0.25819, -1.39364], [1.32503, 1.44467, 0.01435]],
  "lowdin_charge": [-0.153, -0.192, -0.085, -0.009, -0.010, 0.117, 0.097, 0.031, 0.091, 0.113]
}

Relative to the most stable one, in kcal/mol, the structures come out at arrangement A 0.0; arrangement B 5.1.

Arrangement A

{
  "formula": "H2NOS",
  "method": "wB97M-V/def2-TZVPD",
  "lumo_ev": [4.27, 4.16],
  "charge": -1,
  "gap_ev": [7.14, 5.94],
  "homo_energy_ev": [-2.9, -1.8],
  "species": ["N", "O", "S", "H", "H"],
  "xyz": [[0.67987, -0.00506, 0.65135], [-0.01925, -0.21490, 1.63179], [0.28089, -0.70958, -1.08764], [0.13185, 1.74536, -0.26152], [-1.07336, -0.81583, -0.93397]],
  "lowdin_charge": [-0.609, -0.327, 0.244, -0.070, -0.237]
}

Arrangement B

{
  "formula": "H2NOS",
  "method": "wB97M-V/def2-TZVPD",
  "lumo_ev": [4.55, 4.55],
  "charge": -1,
  "gap_ev": [7.45, 7.45],
  "homo_energy_ev": [-2.9, -2.9],
  "species": ["N", "O", "S", "H", "H"],
  "xyz": [[-0.71576, -0.12788, 0.80586], [-1.18058, 0.99755, 1.10738], [0.14274, -0.31014, -1.61622], [0.32597, -0.14925, 1.00129], [1.42763, -0.41027, -1.29831]],
  "lowdin_charge": [-0.231, -0.266, -0.053, -0.011, -0.440]
}

Arrangement C

{
  "formula": "H2NOS",
  "method": "wB97M-V/def2-TZVPD",
  "lumo_ev": 4.33,
  "charge": -1,
  "gap_ev": 5.59,
  "homo_energy_ev": -1.3,
  "species": ["O", "N", "S", "H", "H"],
  "xyz": [[1.22082, 0.00999, 0.38459], [0.35557, -0.97895, 0.09608], [-1.05706, -0.18932, -0.62224], [1.19558, 0.73122, -0.31489], [-1.71490, 0.42707, 0.45645]],
  "lowdin_charge": [-0.425, -0.687, 0.338, 0.012, -0.238]
}

Relative to the most stable one, in kcal/mol, the structures come out at arrangement A 57.3; arrangement B 0.0; arrangement C 19.0.

Arrangement A

{
  "formula": "C3H6N2S3",
  "method": "wB97M-V/def2-TZVPD",
  "lumo_ev": 0.38,
  "gap_ev": 9.31,
  "homo_energy_ev": -8.9,
  "species": ["C", "C", "C", "N", "N", "S", "S", "S", "H", "H", "H", "H", "H", "H"],
  "xyz": [[5.05436, -1.00512, 1.03993], [4.26417, 0.83999, 0.15766], [-0.40297, 0.88156, -0.43273], [4.58420, 0.14416, 1.28397], [4.47502, 0.22527, -0.98459], [5.04729, -1.27369, -0.72262], [3.30958, 2.30444, 0.40368], [-0.47440, -0.57341, -1.53621], [5.23635, -1.72904, 1.78656], [-0.83360, 0.64053, 0.50995], [-0.68500, 1.87843, -0.97995], [0.61896, 1.25362, -0.11720], [0.21654, -1.15998, -0.68935], [3.31304, 2.12448, 1.71659]],
  "lowdin_charge": [-0.400, -0.873, -0.508, -0.051, -0.331, 0.949, 0.810, 0.646, 0.064, 0.001, 0.070, -0.012, -0.237, -0.128]
}

Arrangement B

{
  "formula": "C3H6N2S3",
  "method": "wB97M-V/def2-TZVPD",
  "lumo_ev": [-0.27, -0.27],
  "gap_ev": [6.64, 6.64],
  "homo_energy_ev": [-6.9, -6.9],
  "species": ["C", "C", "C", "N", "N", "S", "S", "S", "H", "H", "H", "H", "H", "H"],
  "xyz": [[0.51874, 1.26724, -0.16444], [0.10072, -1.16529, 0.50739], [1.91820, 1.38397, -0.23012], [-1.10512, -1.20640, -0.07410], [-1.98277, -0.22179, 0.33784], [-0.98838, 1.69368, -0.19940], [1.33344, -2.37200, 0.01711], [-3.61640, -0.40602, -0.12498], [2.17471, 1.70327, -1.34485], [2.39194, 0.42341, -0.04716], [2.25799, 2.15508, 0.37136], [-1.46579, -1.78848, -0.79073], [2.25862, -1.73584, 0.73149], [-3.79590, 0.26915, 1.01057]],
  "lowdin_charge": [-0.593, -0.523, -0.159, -0.270, -0.709, 0.934, 0.641, 0.644, 0.157, 0.042, 0.060, 0.095, -0.177, -0.142]
}

Relative to the most stable one, in kcal/mol, the structures come out at arrangement A 0.0; arrangement B 127.1.